Record 1
A structure of composition C37H93AgF3N5O13 at a distorted geometry, computed with ωB97M-V/def2-TZVPD.

Last column: Löwdin charge in e.
Positions of all 152 atoms, in Å:
Ag (3.86, -1.87, -0.42)  0.81
C (-2.27, -2.10, -4.57)  -0.51
O (-1.93, -2.29, -5.92)  -0.07
O (-3.19, -1.09, -4.54)  -0.21
C (-2.64, -3.44, -3.85)  -0.55
F (-3.30, -4.19, -4.75)  0.14
F (-1.50, -4.10, -3.52)  0.09
F (-3.46, -3.37, -2.79)  0.14
C (-0.56, -2.41, -6.26)  -0.29
C (-0.33, -2.86, -7.67)  -0.08
H (-0.79, -2.20, -8.41)  0.08
H (0.75, -2.85, -7.83)  0.08
H (-0.63, -3.86, -7.99)  0.08
H (-0.07, -3.12, -5.59)  0.09
H (0.00, -1.47, -6.16)  0.10
H (-1.32, -1.81, -4.05)  0.11
C (0.32, -2.36, -0.88)  -0.05
C (0.67, -0.89, -0.66)  -0.57
C (-0.48, -0.06, -0.10)  -0.05
O (1.90, -0.72, 0.03)  -0.40
H (-0.59, -2.63, -1.41)  0.08
H (0.27, -2.98, 0.03)  0.05
H (1.09, -2.85, -1.50)  0.06
H (0.90, -0.44, -1.64)  0.12
H (-0.56, -0.13, 0.99)  0.06
H (-1.42, -0.39, -0.54)  0.10
H (-0.48, 1.01, -0.31)  0.06
C (1.49, 2.23, 3.43)  -0.07
O (1.81, 2.46, 2.06)  -0.20
C (3.13, 2.96, 1.91)  -0.19
C (3.44, 3.11, 0.43)  -0.07
N (3.45, 1.74, -0.20)  0.05
H (4.33, 1.28, 0.03)  0.16
H (2.65, 1.13, 0.08)  0.12
C (3.41, 1.77, -1.72)  -0.09
C (4.73, 2.21, -2.35)  -0.21
O (4.80, 3.62, -2.27)  -0.20
C (6.04, 4.15, -2.74)  -0.07
H (2.33, 1.68, 3.89)  0.07
H (0.61, 1.59, 3.44)  0.08
H (1.26, 3.12, 4.01)  0.10
H (3.90, 2.38, 2.42)  0.13
H (2.98, 3.99, 2.26)  0.15
H (4.39, 3.61, 0.24)  0.14
H (2.73, 3.62, -0.23)  0.14
H (2.57, 2.35, -2.08)  0.14
H (3.27, 0.72, -1.98)  0.11
H (4.81, 1.99, -3.41)  0.15
H (5.58, 1.68, -1.88)  0.13
H (6.13, 5.17, -2.36)  0.10
H (6.21, 4.26, -3.81)  0.10
H (6.86, 3.61, -2.26)  0.09
C (0.56, -6.06, -4.71)  -0.08
O (0.80, -5.77, -3.35)  -0.19
C (1.93, -6.42, -2.86)  -0.21
C (2.03, -6.10, -1.39)  -0.08
N (0.69, -6.37, -0.68)  0.08
H (0.04, -5.80, -1.23)  0.16
H (0.47, -7.36, -0.81)  0.20
C (0.66, -6.00, 0.77)  -0.10
C (-0.73, -5.96, 1.31)  -0.23
O (-1.61, -5.39, 0.36)  -0.18
C (-2.94, -5.39, 0.88)  -0.06
H (1.45, -5.94, -5.34)  0.10
H (-0.17, -5.39, -5.16)  0.08
H (0.30, -7.08, -5.02)  0.11
H (2.86, -6.02, -3.29)  0.14
H (1.94, -7.48, -3.11)  0.15
H (2.42, -5.13, -1.08)  0.11
H (2.73, -6.70, -0.81)  0.14
H (0.97, -4.95, 0.72)  0.10
H (1.48, -6.46, 1.31)  0.15
H (-0.76, -5.37, 2.24)  0.12
H (-1.09, -6.89, 1.75)  0.14
H (-3.34, -6.40, 1.02)  0.11
H (-3.57, -4.80, 0.23)  0.10
H (-2.99, -4.93, 1.87)  0.09
C (0.01, 1.06, -7.82)  -0.08
O (0.21, 1.72, -6.59)  -0.19
C (-0.45, 2.94, -6.37)  -0.21
C (-1.88, 2.73, -6.01)  -0.07
N (-2.13, 1.63, -4.94)  0.09
H (-3.09, 1.73, -4.60)  0.17
H (-2.17, 0.66, -5.31)  0.14
C (-1.20, 1.78, -3.73)  -0.09
C (-1.54, 2.87, -2.75)  -0.23
O (-1.50, 4.13, -3.39)  -0.18
C (-1.66, 5.16, -2.43)  -0.08
H (0.33, 0.02, -7.85)  0.07
H (0.39, 1.63, -8.67)  0.10
H (-1.06, 1.01, -8.09)  0.10
H (-0.42, 3.54, -7.28)  0.14
H (0.08, 3.54, -5.62)  0.13
H (-2.51, 2.33, -6.80)  0.14
H (-2.32, 3.56, -5.45)  0.12
H (-0.18, 1.76, -4.09)  0.12
H (-1.31, 0.78, -3.29)  0.12
H (-0.81, 2.74, -1.93)  0.10
H (-2.46, 2.70, -2.18)  0.14
H (-2.70, 5.24, -2.11)  0.10
H (-1.34, 6.14, -2.81)  0.10
H (-1.02, 4.99, -1.56)  0.08
C (2.92, -0.24, 7.20)  -0.03
O (2.99, -0.13, 5.76)  -0.20
C (3.78, -1.08, 5.16)  -0.24
C (3.50, -1.07, 3.66)  -0.10
N (2.08, -1.35, 3.31)  0.08
H (1.44, -0.74, 3.84)  0.13
H (1.88, -1.18, 2.31)  0.13
C (1.49, -2.71, 3.68)  -0.05
C (0.01, -2.49, 3.87)  -0.21
O (-0.17, -1.45, 4.82)  -0.20
C (-1.52, -1.40, 5.29)  -0.06
H (3.97, -0.21, 7.52)  0.10
H (2.37, -1.11, 7.54)  0.10
H (2.43, 0.66, 7.57)  0.10
H (3.64, -2.10, 5.54)  0.13
H (4.85, -0.84, 5.28)  0.15
H (4.23, -1.67, 3.11)  0.13
H (3.79, -0.07, 3.33)  0.11
H (1.96, -3.14, 4.56)  0.14
H (1.50, -3.24, 2.73)  0.12
H (-0.48, -3.40, 4.22)  0.14
H (-0.45, -2.15, 2.93)  0.13
H (-2.22, -1.09, 4.51)  0.09
H (-1.61, -0.75, 6.15)  0.10
H (-1.83, -2.35, 5.73)  0.10
C (-2.82, 1.54, 2.41)  -0.07
O (-3.25, 2.85, 2.75)  -0.17
C (-2.27, 3.82, 2.79)  -0.23
C (-2.92, 5.15, 3.31)  -0.08
N (-3.52, 4.95, 4.66)  0.06
H (-4.46, 4.66, 4.41)  0.17
H (-3.09, 4.18, 5.17)  0.17
C (-3.71, 6.16, 5.63)  -0.05
C (-4.72, 5.84, 6.70)  -0.23
O (-4.30, 4.67, 7.33)  -0.20
C (-5.27, 4.23, 8.29)  -0.06
H (-3.59, 0.80, 2.59)  0.10
H (-2.06, 1.29, 3.16)  0.07
H (-2.45, 1.34, 1.41)  0.08
H (-1.89, 4.07, 1.79)  0.14
H (-1.47, 3.57, 3.50)  0.12
H (-3.62, 5.34, 2.50)  0.14
H (-2.14, 5.90, 3.42)  0.14
H (-4.06, 6.93, 4.94)  0.14
H (-2.69, 6.34, 5.96)  0.14
H (-5.64, 5.65, 6.13)  0.14
H (-4.85, 6.68, 7.38)  0.15
H (-6.13, 3.66, 7.92)  0.10
H (-5.45, 5.11, 8.90)  0.10
H (-4.77, 3.41, 8.82)  0.10

Computed properties:
E_HOMO: -13.5 eV
E_LUMO: -10.94 eV
energy above the lowest of the compared OMol25 structures with the same formula, charge and spin: 0.0 kcal/mol
charge: +4
spin multiplicity: 1

---

Record 2
A structure of composition C37H98NO13V at a distorted geometry, computed with ωB97M-V/def2-TZVPD.

Last column: Löwdin charge in e.
Positions of all 150 atoms, in Å:
V (2.18, -0.71, -3.85)  1.14
C (0.02, -0.98, 0.80)  0.00
C (-0.32, -0.03, -0.42)  -0.40
C (-1.44, 1.00, -0.07)  -0.10
C (-0.94, 2.25, 0.73)  -0.17
C (0.28, 2.89, 0.10)  -0.10
C (1.50, 1.82, -0.22)  -0.48
N (0.92, 0.70, -0.94)  -0.11
O (1.92, -0.20, -1.60)  -0.30
C (2.26, 1.45, 1.06)  -0.04
C (2.50, 2.64, -1.03)  -0.05
C (-0.85, -0.92, -1.62)  -0.03
H (-0.15, -0.58, 1.80)  0.06
H (1.09, -1.16, 0.70)  0.06
H (-0.60, -1.88, 0.85)  0.06
H (-2.14, 0.50, 0.58)  0.09
H (-1.88, 1.29, -1.03)  0.10
H (-0.59, 1.99, 1.73)  0.10
H (-1.78, 2.91, 0.88)  0.10
H (0.76, 3.53, 0.84)  0.11
H (-0.02, 3.49, -0.76)  0.11
H (1.66, 1.15, 1.92)  0.07
H (2.77, 2.32, 1.48)  0.09
H (2.87, 0.56, 0.90)  0.08
H (3.47, 2.14, -0.97)  0.07
H (2.68, 3.63, -0.60)  0.09
H (2.24, 2.74, -2.08)  0.06
H (-0.15, -1.75, -1.69)  0.05
H (-0.81, -0.39, -2.57)  0.04
H (-1.89, -1.20, -1.47)  0.07
C (-2.11, 0.57, 4.49)  -0.05
C (-3.20, -0.36, 3.96)  -0.55
C (-2.91, -1.80, 4.40)  -0.04
O (-4.42, 0.08, 4.32)  -0.01
H (-2.44, 1.57, 4.22)  0.08
H (-1.14, 0.38, 4.03)  0.06
H (-1.93, 0.54, 5.57)  0.08
H (-3.11, -0.34, 2.87)  0.11
H (-2.01, -2.19, 3.92)  0.07
H (-3.70, -2.40, 3.94)  0.07
H (-2.87, -2.10, 5.44)  0.09
H (-4.60, -0.15, 5.23)  0.11
C (7.01, 3.26, 1.51)  -0.03
C (7.29, 4.02, 0.18)  -0.51
C (6.25, 5.01, -0.10)  -0.08
O (8.43, 4.84, 0.39)  -0.06
H (5.94, 3.06, 1.59)  0.07
H (7.34, 3.93, 2.31)  0.08
H (7.65, 2.39, 1.55)  0.08
H (7.56, 3.29, -0.58)  0.14
H (5.30, 4.55, -0.39)  0.06
H (6.52, 5.71, -0.88)  0.09
H (6.03, 5.60, 0.79)  0.09
H (8.18, 5.27, 1.21)  0.07
C (-2.39, -3.91, 0.10)  -0.05
C (-3.18, -5.20, 0.19)  -0.46
C (-3.82, -5.54, -1.14)  -0.04
O (-2.21, -6.15, 0.55)  -0.05
H (-1.43, -3.95, -0.42)  0.07
H (-2.25, -3.43, 1.06)  0.08
H (-3.11, -3.19, -0.29)  0.07
H (-3.94, -5.16, 0.97)  0.15
H (-4.22, -6.55, -1.07)  0.08
H (-3.16, -5.48, -2.00)  0.08
H (-4.61, -4.86, -1.47)  0.09
H (-2.66, -6.99, 0.65)  0.12
C (-3.58, 6.10, 2.99)  -0.07
C (-2.53, 6.49, 1.95)  -0.52
C (-3.13, 6.20, 0.55)  -0.05
O (-2.21, 7.82, 2.12)  -0.03
H (-3.38, 6.37, 4.03)  0.08
H (-3.65, 5.03, 3.13)  0.07
H (-4.55, 6.54, 2.71)  0.08
H (-1.64, 5.88, 2.10)  0.13
H (-2.39, 6.31, -0.25)  0.07
H (-3.91, 6.96, 0.43)  0.08
H (-3.58, 5.21, 0.47)  0.07
H (-2.98, 8.31, 1.82)  0.09
C (2.17, -2.87, 4.68)  -0.07
C (1.63, -3.33, 3.32)  -0.43
C (2.66, -2.89, 2.30)  -0.07
O (1.45, -4.78, 3.48)  -0.06
H (3.24, -3.03, 4.78)  0.07
H (1.61, -3.34, 5.49)  0.08
H (2.21, -1.78, 4.71)  0.07
H (0.66, -2.83, 3.23)  0.12
H (2.38, -3.25, 1.31)  0.06
H (3.64, -3.19, 2.67)  0.08
H (2.70, -1.83, 2.05)  0.05
H (0.92, -5.07, 2.73)  0.01
C (-6.00, -0.04, -3.99)  -0.05
C (-4.73, 0.67, -3.53)  -0.51
C (-4.88, 1.77, -2.53)  -0.05
O (-3.90, -0.31, -2.99)  -0.06
H (-6.65, -0.48, -3.23)  0.08
H (-5.71, -0.88, -4.62)  0.08
H (-6.65, 0.49, -4.68)  0.08
H (-4.30, 1.06, -4.45)  0.12
H (-5.45, 2.60, -2.93)  0.08
H (-3.98, 2.24, -2.14)  0.07
H (-5.54, 1.52, -1.70)  0.08
H (-4.11, -0.43, -2.06)  0.05
C (1.05, -5.07, -1.10)  -0.07
C (1.05, -5.96, 0.13)  -0.44
C (2.47, -6.32, 0.54)  -0.05
O (0.26, -5.46, 1.24)  -0.06
H (1.21, -4.01, -0.89)  0.07
H (0.11, -5.09, -1.66)  0.06
H (1.76, -5.27, -1.90)  0.08
H (0.67, -6.93, -0.20)  0.14
H (3.06, -5.51, 0.96)  0.07
H (3.03, -6.78, -0.27)  0.09
H (2.40, -6.89, 1.47)  0.09
H (-0.61, -5.49, 0.84)  0.03
C (-1.30, 1.95, -4.17)  -0.03
C (0.11, 2.07, -4.74)  -0.41
C (0.77, 3.51, -4.67)  -0.02
O (0.85, 1.10, -4.04)  -0.15
H (-1.99, 2.13, -4.99)  0.09
H (-1.43, 2.70, -3.40)  0.08
H (-1.49, 1.05, -3.57)  0.06
H (-0.04, 1.79, -5.78)  0.14
H (0.93, 3.97, -3.70)  0.07
H (0.21, 4.23, -5.27)  0.08
H (1.74, 3.48, -5.17)  0.07
H (0.74, 1.29, -3.11)  0.06
C (0.29, -2.99, -4.15)  -0.14
O (0.42, -1.75, -4.71)  -0.17
H (1.11, -3.14, -3.44)  0.08
H (-0.67, -2.91, -3.63)  0.10
H (0.28, -3.79, -4.88)  0.11
H (-0.35, -1.53, -5.24)  0.14
C (4.95, -0.47, 3.07)  -0.13
O (6.08, -0.72, 3.97)  -0.13
H (4.75, 0.60, 2.93)  0.07
H (5.18, -0.82, 2.06)  0.07
H (4.16, -1.07, 3.52)  0.04
H (6.21, -1.66, 4.08)  0.06
C (-5.30, -1.05, 0.98)  -0.16
O (-4.24, -0.93, 0.09)  -0.13
H (-5.42, -0.10, 1.51)  0.08
H (-6.23, -1.03, 0.41)  0.08
H (-5.30, -1.85, 1.72)  0.09
H (-3.49, -1.38, 0.49)  0.04
C (5.00, 0.65, -3.12)  -0.09
O (3.77, 1.04, -3.78)  -0.18
H (5.84, 0.42, -3.78)  0.09
H (5.33, 1.49, -2.52)  0.08
H (4.84, -0.17, -2.43)  0.09
H (3.86, 1.88, -4.24)  0.11

Computed properties:
E_HOMO (spin up / spin down): -9.8 / -9.9 eV
E_LUMO (spin up / spin down): -3.94 / -4.06 eV
<S²>: 3.78
charge: +1
spin multiplicity: 4